[1]
{
  "formula": "C35H28F15GeN3O3S4SbSeSiW",
  "method": "the ωB97M-V functional and the def2-TZVPD basis",
  "total_charge": -2,
  "multiplicity": 2,
  "relative_energy_kcal_mol": 0.0,
  "species": ["W", "S", "Sb", "S", "S", "C", "C", "C", "C", "C", "C", "O", "N", "C", "O", "N", "C", "O", "H", "H", "H", "H", "H", "H", "H", "H", "H", "H", "H", "C", "C", "C", "C", "C", "C", "N", "H", "H", "H", "H", "H", "H", "H", "H", "F", "C", "C", "C", "F", "C", "F", "C", "F", "C", "F", "Ge", "S", "C", "C", "F", "C", "F", "C", "F", "C", "F", "C", "F", "C", "C", "F", "C", "F", "C", "F", "C", "F", "C", "F", "C", "Si", "C", "C", "Se", "H", "H", "H", "H", "H", "H", "H", "H", "H"],
  "coordinates": [[-1.10, 0.18, 1.88], [-1.99, 3.01, 6.08], [-2.14, 0.97, 5.14], [0.24, 1.05, 3.70], [-2.90, 1.49, 2.92], [-4.55, -1.95, -1.83], [-4.78, -0.55, -2.37], [-3.65, 0.47, -2.10], [-3.98, 1.80, -2.79], [-2.94, 2.88, -2.57], [-2.38, -0.10, -2.72], [-2.16, -0.10, -3.91], [-1.50, -0.69, -1.83], [-1.68, -0.64, -0.49], [-0.83, -1.21, 0.26], [-2.65, 0.00, 0.15], [-3.61, 0.67, -0.57], [-4.48, 1.33, -0.05], [-5.42, -2.58, -2.01], [-4.36, -1.95, -0.75], [-3.70, -2.44, -2.31], [-5.68, -0.12, -1.92], [-4.94, -0.58, -3.45], [-4.95, 2.12, -2.39], [-4.10, 1.59, -3.85], [-2.77, 3.07, -1.51], [-3.26, 3.82, -3.04], [-1.98, 2.60, -3.02], [-0.65, -1.14, -2.17], [-4.38, -1.42, 2.37], [-3.01, -2.03, 2.37], [-2.69, -3.29, 1.94], [-1.40, -3.60, 2.45], [-0.99, -2.52, 3.18], [0.13, -2.49, 4.19], [-1.95, -1.50, 3.11], [-5.08, -2.17, 2.00], [-4.47, -0.52, 1.76], [-4.67, -1.16, 3.39], [-3.33, -3.94, 1.35], [-0.86, -4.54, 2.35], [-0.01, -3.30, 4.91], [0.13, -1.55, 4.74], [1.11, -2.61, 3.73], [5.24, -1.68, -1.19], [5.31, -0.48, -0.59], [4.15, 0.22, -0.28], [4.34, 1.42, 0.38], [3.30, 2.19, 0.72], [5.59, 1.91, 0.72], [5.73, 3.08, 1.36], [6.72, 1.18, 0.39], [7.94, 1.63, 0.71], [6.57, -0.03, -0.27], [7.67, -0.74, -0.58], [2.22, -0.36, -0.74], [1.14, -0.18, 2.37], [2.82, -0.74, -2.71], [2.96, 0.41, -3.47], [2.72, 1.62, -2.92], [3.36, 0.43, -4.79], [3.49, 1.58, -5.47], [3.65, -0.77, -5.42], [4.03, -0.79, -6.71], [3.53, -1.95, -4.71], [3.81, -3.11, -5.31], [3.13, -1.91, -3.38], [3.08, -3.10, -2.76], [2.28, -2.29, -0.04], [2.97, -2.78, 1.05], [3.90, -2.02, 1.68], [2.76, -4.04, 1.59], [3.46, -4.47, 2.65], [1.81, -4.86, 1.02], [1.59, -6.08, 1.53], [1.09, -4.42, -0.08], [0.18, -5.22, -0.64], [1.34, -3.15, -0.57], [0.64, -2.79, -1.67], [0.56, 4.38, 3.10], [-0.32, 4.35, 1.46], [-2.07, 4.99, 1.64], [0.66, 5.24, 0.14], [-0.53, 2.26, 0.53], [0.80, 5.40, 3.41], [1.49, 3.81, 3.04], [-0.07, 3.93, 3.87], [-2.10, 6.01, 2.04], [-2.60, 4.33, 2.33], [-2.59, 4.98, 0.68], [0.53, 6.32, 0.18], [0.34, 4.89, -0.85], [1.72, 5.01, 0.24]],
  "lowdin_spin": [0.905, 0.001, 0.003, 0.025, -0.017, 0.000, 0.000, 0.000, 0.000, 0.001, 0.001, 0.002, 0.003, 0.009, 0.014, 0.003, 0.001, 0.003, 0.000, 0.000, 0.000, 0.000, 0.000, 0.000, 0.000, 0.001, 0.000, 0.000, 0.000, 0.001, 0.012, 0.002, 0.008, 0.000, -0.001, 0.026, 0.000, 0.000, 0.000, 0.000, 0.000, 0.000, 0.001, 0.000, 0.000, 0.000, 0.000, 0.000, 0.000, 0.000, 0.000, 0.000, 0.000, 0.000, 0.000, -0.001, -0.017, 0.000, 0.000, 0.000, 0.000, 0.000, 0.000, 0.000, 0.000, 0.000, 0.000, 0.000, 0.000, 0.000, 0.000, 0.000, 0.000, 0.000, 0.000, 0.000, 0.000, 0.000, 0.000, 0.004, 0.006, -0.001, 0.000, 0.002, 0.001, 0.001, 0.000, 0.000, 0.000, 0.000, 0.000, 0.000, 0.000]
}


[2]
{
  "formula": "C35H28F3N9O3P2PdSSe2",
  "method": "the ωB97M-V functional and the def2-TZVPD basis",
  "total_charge": 0,
  "relative_energy_kcal_mol": 51.7,
  "species": ["Pd", "Se", "P", "C", "C", "C", "C", "C", "C", "C", "C", "C", "C", "C", "C", "C", "C", "N", "N", "N", "P", "Se", "C", "C", "C", "C", "C", "C", "C", "C", "C", "C", "C", "C", "H", "H", "H", "H", "H", "H", "H", "H", "H", "H", "H", "H", "H", "H", "H", "H", "H", "H", "H", "H", "N", "C", "N", "C", "N", "N", "C", "N", "C", "C", "C", "C", "C", "N", "H", "H", "H", "H", "H", "H", "H", "H", "F", "C", "F", "F", "S", "O", "O", "O"],
  "coordinates": [[1.03, -1.33, 2.00], [-5.73, -0.30, -1.21], [-3.83, 0.58, -1.40], [-3.11, 0.25, -3.05], [-2.49, 1.23, -3.82], [-2.12, 0.95, -5.13], [-2.35, -0.31, -5.66], [-2.94, -1.30, -4.88], [-3.32, -1.02, -3.58], [-3.99, 2.39, -1.28], [-4.45, 3.12, -2.37], [-4.70, 4.48, -2.23], [-4.50, 5.10, -1.00], [-4.08, 4.36, 0.09], [-3.82, 3.00, -0.04], [-2.67, 0.11, -0.07], [-1.28, -0.01, 0.21], [-1.18, -0.34, 1.52], [-2.40, -0.44, 2.02], [-3.30, -0.18, 1.09], [0.32, 0.31, -0.53], [1.72, 0.84, 1.04], [1.00, -1.00, -1.59], [0.37, -1.27, -2.79], [0.88, -2.25, -3.63], [2.03, -2.95, -3.27], [2.67, -2.67, -2.07], [2.15, -1.70, -1.23], [0.13, 1.74, -1.61], [0.92, 1.89, -2.76], [0.82, 3.05, -3.51], [-0.06, 4.06, -3.13], [-0.82, 3.93, -1.97], [-0.71, 2.77, -1.20], [-2.33, 2.22, -3.42], [-1.66, 1.72, -5.74], [-2.07, -0.53, -6.69], [-3.12, -2.29, -5.29], [-3.83, -1.77, -2.98], [-4.64, 2.63, -3.32], [-5.07, 5.06, -3.07], [-4.70, 6.16, -0.89], [-3.95, 4.84, 1.06], [-3.52, 2.41, 0.81], [-0.51, -0.73, -3.07], [0.38, -2.48, -4.56], [2.43, -3.71, -3.92], [3.55, -3.22, -1.78], [2.64, -1.48, -0.29], [1.59, 1.10, -3.06], [1.42, 3.17, -4.41], [-0.14, 4.96, -3.72], [-1.50, 4.71, -1.66], [-1.27, 2.67, -0.29], [-0.57, -0.25, 4.57], [0.65, -0.59, 4.97], [0.85, -0.79, 6.27], [2.10, -1.04, 6.63], [2.34, -1.26, 7.94], [3.16, -1.07, 5.80], [2.88, -0.90, 4.53], [1.65, -0.67, 4.04], [4.07, -0.90, 3.61], [5.32, -0.62, 4.15], [6.42, -0.62, 3.31], [6.24, -0.91, 1.97], [4.96, -1.18, 1.53], [3.89, -1.16, 2.32], [-1.32, -0.36, 5.23], [-0.80, -0.25, 3.59], [1.56, -1.34, 8.57], [3.26, -1.54, 8.21], [5.40, -0.41, 5.21], [7.41, -0.40, 3.70], [7.07, -0.93, 1.28], [4.78, -1.41, 0.48], [2.26, -4.09, 2.76], [1.34, -4.73, 2.02], [1.87, -5.02, 0.84], [1.05, -5.87, 2.65], [-0.23, -3.73, 1.81], [-1.25, -4.72, 1.68], [0.00, -2.89, 0.63], [-0.25, -2.91, 3.04]],
  "lowdin_charge": [0.654, 0.286, 0.509, -0.352, -0.107, -0.075, -0.085, -0.078, -0.113, -0.372, -0.098, -0.075, -0.090, -0.076, -0.098, -0.401, -0.418, -0.131, -0.041, -0.012, 0.694, 0.537, -0.361, -0.072, -0.054, -0.064, -0.062, -0.119, -0.350, -0.074, -0.070, -0.068, -0.065, -0.088, 0.082, 0.106, 0.104, 0.108, 0.081, 0.110, 0.105, 0.102, 0.107, 0.103, 0.091, 0.107, 0.109, 0.110, 0.032, 0.111, 0.109, 0.109, 0.107, 0.097, 0.208, -0.424, 0.184, -0.434, 0.171, 0.170, -0.268, 0.090, -0.216, -0.007, -0.049, -0.049, -0.133, 0.063, 0.122, 0.028, 0.107, 0.105, 0.108, 0.111, 0.108, 0.102, 0.104, -0.667, 0.136, 0.146, 0.516, -0.231, -0.355, -0.345]
}


[3]
{
  "formula": "C35H28F6N4O8P2Pd",
  "method": "the ωB97M-V functional and the def2-TZVPD basis",
  "total_charge": 0,
  "multiplicity": 3,
  "species": ["Pd", "C", "N", "P", "C", "C", "C", "C", "C", "C", "C", "C", "C", "C", "C", "C", "P", "C", "C", "C", "C", "C", "C", "C", "C", "C", "C", "C", "C", "H", "H", "H", "H", "H", "H", "H", "H", "H", "H", "H", "H", "H", "H", "H", "H", "H", "H", "H", "H", "H", "H", "H", "C", "C", "O", "C", "F", "F", "F", "C", "F", "F", "F", "H", "H", "H", "O", "N", "O", "C", "C", "C", "C", "O", "C", "C", "N", "O", "O", "N", "O", "O", "H", "H"],
  "coordinates": [[-1.07, -0.79, 0.58], [-0.62, 3.80, 0.03], [-0.87, 2.45, 0.54], [-1.44, 1.24, -0.52], [-3.07, 1.91, -0.98], [-4.15, 1.65, -0.15], [-5.40, 2.18, -0.43], [-5.57, 2.96, -1.57], [-4.50, 3.20, -2.41], [-3.26, 2.67, -2.13], [-0.59, 1.15, -2.13], [-0.67, -0.09, -2.76], [-0.16, -0.28, -4.03], [0.46, 0.78, -4.68], [0.57, 2.01, -4.06], [0.04, 2.20, -2.79], [0.28, 1.86, 1.75], [0.19, 3.26, 2.95], [1.37, 3.60, 3.60], [1.38, 4.61, 4.56], [0.22, 5.30, 4.85], [-0.97, 4.96, 4.20], [-0.98, 3.94, 3.27], [-0.85, 0.73, 2.69], [-0.23, -0.24, 3.50], [-1.00, -1.07, 4.29], [-2.38, -0.96, 4.29], [-3.00, 0.00, 3.51], [-2.24, 0.85, 2.72], [-1.34, 4.04, -0.74], [0.39, 3.92, -0.37], [-0.74, 4.52, 0.84], [-4.02, 1.01, 0.72], [-6.23, 1.97, 0.22], [-6.55, 3.36, -1.80], [-4.64, 3.80, -3.31], [-2.43, 2.84, -2.81], [-1.16, -0.92, -2.26], [-0.23, -1.25, -4.51], [0.89, 0.64, -5.67], [1.06, 2.83, -4.56], [0.12, 3.18, -2.33], [2.28, 3.07, 3.36], [2.31, 4.87, 5.06], [0.22, 6.09, 5.59], [-1.88, 5.49, 4.43], [-1.91, 3.68, 2.78], [0.85, -0.32, 3.50], [-0.51, -1.82, 4.91], [-2.98, -1.64, 4.88], [-4.08, 0.08, 3.51], [-2.72, 1.63, 2.14], [-2.36, -3.81, -0.28], [-3.28, -2.85, 0.49], [-2.65, -1.92, 1.27], [-4.21, -2.16, -0.55], [-3.45, -1.37, -1.35], [-5.14, -1.37, 0.01], [-4.85, -3.01, -1.37], [-4.16, -3.69, 1.46], [-3.38, -4.37, 2.32], [-4.93, -4.58, 0.81], [-4.97, -2.91, 2.19], [-1.68, -3.23, -0.91], [-2.94, -4.48, -0.91], [-1.77, -4.39, 0.43], [4.21, -6.09, -0.99], [4.41, -5.02, -1.53], [5.29, -4.80, -2.34], [3.52, -3.92, -1.19], [3.73, -2.66, -1.74], [2.94, -1.60, -1.37], [1.84, -1.72, -0.44], [1.09, -0.75, -0.13], [1.69, -3.06, 0.09], [2.51, -4.12, -0.28], [0.68, -3.35, 1.04], [0.18, -2.41, 1.67], [0.36, -4.50, 1.25], [3.33, -0.31, -1.93], [3.99, -0.34, -2.96], [3.11, 0.70, -1.29], [4.55, -2.50, -2.42], [2.36, -5.09, 0.17]],
  "lowdin_spin": [1.272, 0.006, 0.015, 0.115, 0.020, 0.004, -0.001, 0.003, 0.001, 0.006, 0.017, 0.011, 0.000, 0.003, 0.001, 0.005, 0.007, 0.003, 0.000, 0.000, 0.000, 0.000, 0.001, 0.035, 0.023, 0.003, 0.028, -0.005, 0.031, 0.000, 0.000, 0.001, 0.000, 0.000, 0.000, 0.000, 0.000, 0.006, 0.000, 0.000, 0.000, 0.000, 0.000, 0.000, 0.000, 0.000, 0.000, 0.001, 0.000, 0.001, -0.001, 0.001, 0.009, 0.022, 0.216, 0.001, 0.006, 0.000, 0.000, 0.010, 0.001, 0.004, 0.001, 0.002, 0.001, 0.000, 0.000, 0.000, 0.000, -0.001, 0.001, 0.002, 0.008, 0.058, 0.000, 0.000, 0.007, 0.003, 0.032, 0.000, 0.000, 0.000, 0.000, 0.000]
}


Ordered M results: 1437.1; 1038.0; 915.0; unit g/mol.
Ordered energy results: -9906.714144; -8380.408101; -3581.008300; unit Eh.